The following is a DFT calculation (ωB97M-V/def2-TZVPD) of a molecular structure, C20H32INO4S at a distorted geometry.

The geometry in XYZ format:
```
59
Properties=species:S:1:pos:R:3:forces:R:3
I -0.18808 -2.33135 2.65687 0.190 -0.512 0.240
N -0.11005 -1.21716 0.86435 0.313 1.933 1.080
C 1.10898 -0.39975 0.99066 3.660 0.416 0.041
C 2.41693 -1.14013 1.23149 0.888 3.166 -0.261
C 3.70052 -0.39356 1.36817 -1.225 0.748 -0.242
C 3.77590 1.08148 1.24842 -3.093 -1.215 -0.459
C 2.52553 1.78397 0.98278 0.123 -2.289 0.212
C 1.23701 1.05243 0.86620 0.755 -1.039 0.263
S -0.20568 2.08649 0.51450 0.040 -0.806 0.201
C -1.59452 0.95144 0.72581 -0.832 -1.022 0.293
C -2.94198 1.57982 0.74120 0.180 -2.424 0.407
C -4.15090 0.76321 0.89845 3.258 -0.750 -0.273
C -3.94540 -0.69453 0.99248 1.367 0.951 -0.078
C -2.60978 -1.31502 0.97721 -1.128 2.665 -0.411
C -1.37064 -0.48475 0.86415 -3.550 0.323 -0.402
H 2.49462 -2.24768 1.31155 -0.440 1.057 -0.102
H 4.70507 -0.90714 1.58058 -1.873 0.523 -0.408
H 4.72015 1.66429 1.33298 -0.842 -0.770 -0.017
H 2.51346 2.89057 0.85436 -0.063 -1.047 0.169
H -3.00821 2.68737 0.66014 0.030 -1.096 0.073
H -5.14340 1.26802 0.93758 0.940 -0.697 0.020
H -4.85066 -1.35082 1.09593 1.148 0.647 -0.124
H -2.60035 -2.42518 1.05316 0.333 1.110 -0.091
C 8.80498 -2.45472 0.43049 0.073 -0.069 0.020
C 7.34808 -2.17894 0.74704 0.286 0.301 -0.182
O 7.22223 -0.97818 1.50996 -0.173 -0.046 0.140
H 9.38538 -2.54712 1.35086 -0.083 -0.060 -0.022
H 8.91182 -3.37483 -0.14757 0.036 0.052 -0.009
H 9.23967 -1.62927 -0.13995 -0.047 -0.070 -0.086
H 6.92710 -2.99411 1.33611 -0.058 0.168 0.048
H 6.76193 -2.07233 -0.17153 -0.014 -0.200 -0.024
H 7.59033 -0.25951 0.98191 -0.051 -0.089 0.100
C -4.98499 4.18416 -2.95184 -0.013 -0.011 -0.061
C -4.11493 4.07397 -1.71538 -0.210 -0.223 -0.231
O -4.83761 3.45813 -0.65290 -0.150 0.177 0.169
H -5.88289 4.76851 -2.73747 0.104 0.064 0.023
H -4.44120 4.66080 -3.77052 -0.040 -0.033 -0.011
H -5.31777 3.19585 -3.27924 0.135 0.093 -0.065
H -3.80208 5.06331 -1.37774 -0.047 -0.111 0.179
H -3.21818 3.47936 -1.92194 0.090 0.116 -0.084
H -5.10294 2.57998 -0.95331 0.091 0.129 -0.026
C 4.64593 -2.57961 4.66201 0.087 0.109 0.083
C 4.98666 -3.46389 3.47864 -0.180 0.236 0.150
O 4.15021 -4.60742 3.45898 0.073 -0.283 -0.078
H 4.76557 -3.13045 5.59750 0.079 -0.004 -0.075
H 5.28799 -1.69656 4.68781 -0.071 0.013 0.006
H 3.60279 -2.25406 4.61329 0.051 0.092 -0.089
H 6.02197 -3.80289 3.54341 -0.092 -0.125 -0.047
H 4.85892 -2.92194 2.53608 0.181 0.131 0.036
H 3.25235 -4.27144 3.39542 -0.182 -0.150 0.009
C -8.30249 1.11968 -5.82891 -0.028 0.038 -0.108
C -7.00563 0.66547 -5.18745 -0.361 0.038 0.183
O -6.66346 1.51967 -4.09972 0.136 -0.022 0.050
H -8.21219 2.14694 -6.18815 0.061 -0.077 -0.030
H -8.57002 0.47485 -6.66854 -0.048 0.026 0.039
H -9.11907 1.10592 -5.10179 0.001 -0.111 -0.043
H -6.18939 0.70116 -5.90982 0.058 0.073 0.172
H -7.09385 -0.36038 -4.81583 0.027 -0.072 -0.173
H -7.38375 1.47786 -3.45893 0.098 0.033 -0.095
```
Forces are in eV/Å.

As for the gap between HOMO and LUMO: 6.68 eV. The calculation puts the HOMO energy at -0.2763 Eh. As for the net charge: 0. The spin multiplicity is 1. The total energy is -1832.70447 Ha.